Entry 1:
Molecular formula: C37H32Br2IrN2P2
Method: DFT, ωB97M-V with the def2-TZVPD basis set

Values from the calculation:
Calculated total energy ... -7472.85909 Eh
Relative energy (zero: lowest compared OMol25 entry of this formula, charge and spin) ... 3.76 kcal/mol
Net charge ... +3
M ... 918.65 g mol⁻¹
Strongest force on any atom ... 0.036 Eh/bohr
Kohn-Sham gap ... 0.2326 Ha
Highest occupied orbital energy ... -16.85 eV

```
76
C37H32Br2IrN2P2, DFT ωB97M-V with the def2-TZVPD basis set
Ir -0.175 -0.102 0.318
C 2.055 1.794 -2.167
C 2.837 0.587 -1.684
P 2.164 0.014 -0.095
C 2.720 1.187 1.154
C 1.879 2.177 1.661
C 2.361 3.103 2.570
C 3.688 3.039 2.976
C 4.532 2.054 2.475
C 4.053 1.125 1.567
C 2.866 -1.610 0.285
C 2.450 -2.293 1.431
C 3.040 -3.495 1.777
C 4.054 -4.027 0.986
C 4.484 -3.349 -0.146
C 3.895 -2.142 -0.498
C 0.761 1.355 -2.844
P -0.602 0.852 -1.752
C -1.463 2.296 -1.113
C -2.785 2.131 -0.672
C -3.492 3.221 -0.205
C -2.888 4.477 -0.163
C -1.577 4.646 -0.594
C -0.860 3.559 -1.067
C -1.744 -0.103 -2.761
C -2.509 0.626 -3.682
C -3.336 -0.036 -4.573
C -3.412 -1.423 -4.548
C -2.656 -2.149 -3.636
C -1.821 -1.491 -2.748
H 2.656 2.365 -2.874
H 1.866 2.466 -1.325
H 3.886 0.842 -1.519
H 2.802 -0.221 -2.417
H 0.838 2.243 1.331
H 1.711 3.874 2.960
H 4.068 3.760 3.687
H 5.564 2.010 2.795
H 4.714 0.350 1.195
H 1.697 -1.865 2.089
H 2.728 -4.012 2.674
H 4.520 -4.962 1.263
H 5.282 -3.754 -0.753
H 4.248 -1.628 -1.381
H 0.945 0.478 -3.471
H 0.360 2.122 -3.513
H -3.265 1.162 -0.734
H -4.522 3.106 0.105
H -3.450 5.332 0.190
H -1.122 5.627 -0.579
H 0.152 3.708 -1.418
H -2.466 1.709 -3.706
H -3.921 0.528 -5.285
H -4.060 -1.938 -5.243
H -2.713 -3.229 -3.626
H -1.223 -2.064 -2.057
Br -4.547 0.246 5.384
C -3.404 0.190 3.921
C -2.886 1.365 3.374
C -2.023 1.283 2.307
N -1.670 0.107 1.767
C -2.190 -1.041 2.275
C -3.046 -1.037 3.351
C -1.711 -2.254 1.552
C -2.164 -3.533 1.775
C -1.627 -4.594 1.039
Br -2.229 -6.329 1.318
C -0.628 -4.327 0.104
C -0.219 -3.029 -0.080
N -0.750 -2.004 0.607
H -3.152 2.331 3.780
H -1.601 2.170 1.854
H -3.436 -1.959 3.758
H -2.929 -3.722 2.514
H -0.174 -5.123 -0.468
H 0.569 -2.774 -0.775
```

---

Entry 2:
Molecular formula: C37H32Cl6InN5O6S
Method: DFT, ωB97M-V with the def2-TZVPD basis set

Values from the calculation:
Calculated total energy ... -5504.05451 Eh
Relative energy (zero: lowest compared OMol25 entry of this formula, charge and spin) ... 0.00 kcal/mol
M ... 1002.29 g mol⁻¹
Strongest force on any atom ... 0.012 Eh/bohr
Kohn-Sham gap ... 0.2856 Ha
Highest occupied orbital energy ... -7.80 eV

```
88
C37H32Cl6InN5O6S, DFT ωB97M-V with the def2-TZVPD basis set
In -0.503 -0.907 0.552
O 3.588 3.325 1.460
C 4.222 2.323 0.895
O 5.386 2.373 0.586
C 3.416 1.090 0.628
C 3.923 -0.087 0.089
Cl 5.493 -0.473 -0.406
N 2.899 -0.965 -0.040
N 1.765 -0.407 0.386
C 2.044 0.811 0.809
C 0.959 1.551 1.555
O 1.181 2.706 1.931
O -0.090 0.879 1.803
C 2.935 -2.346 -0.400
C 2.112 -2.814 -1.412
C 2.149 -4.159 -1.744
C 3.001 -5.023 -1.071
C 3.806 -4.545 -0.045
C 3.770 -3.205 0.301
H 2.617 3.126 1.633
H 1.451 -2.133 -1.934
H 1.521 -4.529 -2.543
H 3.051 -6.068 -1.347
H 4.471 -5.215 0.484
H 4.383 -2.826 1.108
C 2.254 6.371 -2.831
C 0.817 5.935 -2.719
C -0.191 6.888 -2.621
C -1.520 6.519 -2.500
C -1.856 5.178 -2.504
C -0.863 4.213 -2.615
N -1.249 2.844 -2.567
C -0.978 1.924 -3.535
C -0.825 2.354 -4.868
C -0.709 1.451 -5.897
C -0.718 0.078 -5.653
C -0.782 -0.365 -4.353
C -0.893 0.525 -3.278
C -0.797 -0.037 -1.919
O -0.850 0.714 -0.887
O -0.590 -1.274 -1.743
C 0.488 4.574 -2.697
C 1.557 3.514 -2.725
H 2.323 7.457 -2.861
H 2.711 5.967 -3.736
H 2.835 6.019 -1.976
H 0.077 7.938 -2.623
H -2.291 7.273 -2.404
H -2.887 4.856 -2.424
H -1.394 2.468 -1.642
H -0.816 3.419 -5.065
H -0.626 1.813 -6.914
H -0.657 -0.620 -6.476
H -0.734 -1.422 -4.125
H 1.801 3.223 -3.751
H 1.225 2.619 -2.199
H 2.471 3.864 -2.250
Cl 1.388 -1.513 3.439
C 0.736 -2.931 2.716
C -0.061 -2.830 1.579
C -0.606 -4.003 1.065
Cl -1.602 -3.887 -0.337
C -0.379 -5.242 1.654
Cl -1.111 -6.661 1.016
C 0.446 -5.322 2.772
Cl 0.754 -6.844 3.505
C 1.007 -4.166 3.307
Cl 2.018 -4.263 4.693
C -3.857 1.163 4.504
C -2.566 0.428 4.170
N -2.802 -0.985 3.859
C -2.935 -1.505 2.647
S -2.989 -0.552 1.207
N -3.058 -2.826 2.512
C -3.167 -3.805 3.583
C -4.548 -3.817 4.235
H -3.625 2.197 4.756
H -4.371 0.705 5.352
H -4.526 1.158 3.643
H -1.876 0.459 5.013
H -2.081 0.893 3.320
H -2.840 -1.612 4.647
H -3.196 -3.137 1.564
H -2.388 -3.613 4.327
H -2.957 -4.779 3.144
H -4.802 -2.844 4.656
H -4.575 -4.558 5.034
H -5.311 -4.074 3.501
```

---

Entry 3:
Molecular formula: C37H33AgN8P2SSe3
Method: DFT, ωB97M-V with the def2-TZVPD basis set

Values from the calculation:
Calculated total energy ... -10300.11711 Eh
Relative energy (zero: lowest compared OMol25 entry of this formula, charge and spin) ... 0.00 kcal/mol
Net charge ... -2
M ... 1028.49 g mol⁻¹
Strongest force on any atom ... 0.007 Eh/bohr
Kohn-Sham gap ... 0.2164 Ha
Highest occupied orbital energy ... -2.11 eV

```
85
C37H33AgN8P2SSe3, DFT ωB97M-V with the def2-TZVPD basis set
Ag 1.515 -2.888 -2.217
C 4.328 -3.663 3.103
C 3.300 -2.547 2.956
N 3.599 -1.639 1.869
C 3.126 -1.774 0.591
S 2.475 -3.295 0.125
N 3.266 -0.661 -0.119
N 2.886 -0.786 -1.409
C 2.941 0.247 -2.162
C 3.400 1.606 -1.718
C 2.522 0.055 -3.571
C 2.703 1.065 -4.519
C 2.308 0.849 -5.827
C 1.744 -0.369 -6.172
C 1.600 -1.320 -5.171
N 1.972 -1.114 -3.916
H 4.064 -4.317 3.940
H 5.323 -3.251 3.284
H 4.357 -4.257 2.190
H 3.269 -1.950 3.871
H 2.305 -2.973 2.812
H 3.763 -0.674 2.110
H 3.535 1.593 -0.640
H 2.659 2.365 -1.979
H 4.356 1.874 -2.181
H 3.137 2.010 -4.227
H 2.438 1.627 -6.570
H 1.421 -0.587 -7.180
H 1.175 -2.296 -5.380
Se 0.646 0.204 3.125
P -0.100 1.460 1.607
C 0.843 3.014 1.564
C 0.268 4.251 1.807
C 1.058 5.397 1.806
C 2.416 5.303 1.553
C 2.991 4.060 1.304
C 2.211 2.919 1.316
C -1.835 1.951 1.899
C -2.369 1.925 3.182
C -3.703 2.247 3.387
C -4.511 2.583 2.308
C -3.981 2.612 1.026
C -2.644 2.303 0.820
C -0.089 0.930 -0.097
C -0.555 -0.162 -0.839
N -0.297 0.114 -2.133
N 0.311 1.285 -2.188
N 0.451 1.800 -0.980
P -1.632 -1.566 -0.582
Se -1.310 -3.175 -1.931
C -1.574 -2.059 1.164
C -2.241 -1.332 2.148
C -2.187 -1.732 3.473
C -1.443 -2.849 3.826
C -0.766 -3.568 2.851
C -0.841 -3.185 1.520
C -3.319 -0.891 -0.824
C -3.515 0.068 -1.818
C -4.788 0.547 -2.087
C -5.881 0.071 -1.374
C -5.694 -0.899 -0.400
C -4.422 -1.383 -0.132
H -0.796 4.331 1.994
H 0.604 6.362 1.998
H 3.029 6.195 1.544
H 4.050 3.982 1.093
H 2.649 1.946 1.122
H -1.732 1.614 4.002
H -4.118 2.213 4.387
H -5.559 2.810 2.466
H -4.612 2.850 0.178
H -2.231 2.305 -0.181
H -2.813 -0.451 1.883
H -2.701 -1.150 4.229
H -1.381 -3.152 4.864
H -0.168 -4.429 3.122
H -0.319 -3.741 0.753
H -2.663 0.427 -2.383
H -4.925 1.291 -2.862
H -6.875 0.449 -1.584
H -6.542 -1.286 0.153
H -4.290 -2.152 0.618
Se 1.271 -6.040 -6.542
C 1.491 -5.079 -5.012
N 1.643 -4.468 -4.036
```

---

Entry 4:
Molecular formula: C37H33AlN10O
Method: DFT, ωB97M-V with the def2-TZVPD basis set

Values from the calculation:
Calculated total energy ... -2294.70973 Eh
Net charge ... +2
M ... 660.72 g mol⁻¹
Strongest force on any atom ... 0.007 Eh/bohr
Kohn-Sham gap ... 0.2030 Ha
Highest occupied orbital energy ... -12.21 eV

```
82
C37H33AlN10O, DFT ωB97M-V with the def2-TZVPD basis set
Al -0.139 0.808 0.556
C 10.322 -1.131 8.842
O 8.967 -0.846 9.186
C 8.075 -0.698 8.196
C 6.760 -0.429 8.593
C 5.776 -0.258 7.651
C 6.074 -0.353 6.286
C 7.383 -0.622 5.902
C 8.387 -0.796 6.839
C 5.007 -0.171 5.313
N 3.740 0.086 5.595
C 3.120 0.170 4.392
C 4.000 -0.033 3.345
N 5.209 -0.253 3.958
C 3.605 -0.029 1.979
C 4.415 -0.291 0.855
C 3.870 -0.303 -0.403
C 2.508 -0.043 -0.564
N 1.726 0.229 0.473
C 2.252 0.233 1.732
C 1.327 0.459 2.815
N 0.030 0.664 2.463
C -0.906 0.761 3.399
C -0.577 0.710 4.757
C 0.736 0.548 5.129
C 1.731 0.405 4.141
H 10.855 -1.218 9.782
H 10.751 -0.318 8.253
H 10.392 -2.071 8.293
H 6.545 -0.360 9.651
H 4.759 -0.049 7.956
H 7.656 -0.702 4.856
H 9.393 -1.003 6.512
H 6.092 -0.442 3.518
H 5.470 -0.500 0.982
H 4.473 -0.525 -1.271
H 2.043 -0.080 -1.541
H -1.928 0.876 3.055
H -1.363 0.794 5.493
H 1.026 0.506 6.172
C -2.888 1.936 -1.065
C -2.803 0.592 -0.407
C -3.815 -0.262 -0.101
C -3.244 -1.452 0.447
C -1.896 -1.294 0.460
C -0.811 -2.240 0.875
N -1.585 -0.030 -0.065
H -3.822 2.006 -1.620
H -2.085 2.076 -1.793
H -2.874 2.775 -0.363
H -4.863 -0.080 -0.285
H -3.775 -2.339 0.756
H -1.204 -3.253 0.927
H -0.386 -2.020 1.861
H 0.007 -2.256 0.148
C 0.620 2.795 -2.192
C 0.183 3.367 -0.889
N -0.031 2.674 0.231
C -0.456 3.587 1.200
C -0.484 4.815 0.648
N -0.067 4.659 -0.661
C -0.049 5.770 -1.642
N -1.323 6.380 -1.721
N -1.618 7.388 -0.837
N -2.860 7.642 -0.892
C -3.442 6.804 -1.835
C -4.770 6.715 -2.260
C -5.058 5.763 -3.210
C -4.054 4.920 -3.734
C -2.740 5.006 -3.326
C -2.463 5.976 -2.360
H 0.568 1.707 -2.166
H 1.643 3.090 -2.429
H -0.029 3.124 -3.003
H -0.709 3.292 2.202
H -0.758 5.779 1.043
H 0.253 5.372 -2.607
H 0.672 6.510 -1.306
H -5.528 7.373 -1.857
H -6.070 5.659 -3.574
H -4.325 4.192 -4.487
H -1.977 4.370 -3.758
```